# 1
This record from the Open Molecules 2025 dataset describes a molecular structure, C37H49AuClN2PSSi. The level of theory is the ωB97M-V functional and the def2-TZVPD basis.

As for the expectation value of S²: 2.058. For the energy relative to the best compared isomer or geometry (same formula, charge and spin), the calculation gives 35.2 kJ/mol. The calculation puts the total energy at -86362.1053 eV. For the max |F|, the calculation gives 1.16 eV/A. Its LUMO energy (alpha / beta) is 0.62 / -1.67 eV. As for the highest occupied orbital energy (alpha / beta): -6.920 / -6.762 eV.

Structure (ORCA input):
```
! RIJCOSX wB97M-V def2-TZVPD def2/J DEFGRID3
* xyz 0 3
Au 0.52614 -0.31501 -0.59521
Cl 4.54692 0.39234 -4.63490
S -1.18457 1.71976 -1.14698
P -0.19729 -2.42611 -1.08981
Si -1.90576 4.58352 0.58820
N 0.63301 -1.35757 1.52978
N 1.02518 1.64552 0.13538
C -1.83935 5.99665 -0.68473
C -2.04483 5.39135 2.31284
C 1.97491 1.25056 -4.35084
C -1.16012 -2.20436 -3.67968
C -1.74721 -3.99911 0.65727
C 2.22272 2.54995 5.31075
C 0.70028 1.51605 -4.93412
C 0.81646 4.09611 1.34489
C -3.45477 3.51897 0.29615
C -0.82266 -2.97050 0.51047
C 2.07697 -3.81598 -0.51711
C 2.96154 0.71670 -5.23426
C -1.72582 -3.69736 3.02282
C 2.20098 1.51752 -3.01955
C -3.19991 -5.49128 2.07503
C 0.93321 -0.45557 2.52429
C 2.64648 0.53049 3.89961
C 2.69074 0.45834 -6.55709
C 2.25900 -0.43924 2.99910
C -1.62275 -2.53915 -2.26554
C 1.02194 -3.73081 -1.61407
C 1.75412 1.49701 4.35247
C -0.33859 -2.26647 1.64400
C 0.01661 0.50811 2.98453
C 1.43486 0.73838 -7.08171
C 3.20208 -1.49183 2.50920
C 0.44552 1.27645 -6.25726
C -0.82869 -2.66850 2.90797
C -0.25511 3.63499 0.60292
C -2.68456 -1.55806 -1.77632
C 0.44845 1.46782 3.88408
C -1.39996 0.53562 2.50103
C 0.39995 -5.10100 -1.86139
C 2.02704 2.10498 0.87584
C -2.20805 -4.38105 1.90576
C 1.98630 3.34626 1.46652
C -0.07546 2.40150 -0.04836
H 2.87449 1.44333 0.97875
H -2.13588 -4.50407 -0.21692
H -2.07959 -3.98480 4.00157
H -0.44605 -2.16726 3.78619
H -0.06834 -5.47442 -0.95232
H -2.77213 6.55082 -0.67036
H -0.61697 -1.26007 -3.68018
H 3.45957 0.03899 -7.18901
H -1.47352 0.17838 1.47558
H -3.37076 2.53946 0.75588
H -1.03936 6.69451 -0.46090
H -0.52677 1.50998 -6.66543
H 1.48955 -3.37161 -2.53983
H 4.18971 -1.35530 2.93835
H -0.50733 -2.97702 -4.08280
H -4.33811 4.00505 0.70253
H 1.18288 -5.80298 -2.14759
H 2.83690 -2.48343 2.77366
H -0.06517 1.92610 -4.29239
H -3.57455 -5.83102 1.11314
H 1.22941 0.54323 -8.12180
H -2.95500 5.97831 2.37605
H 2.83048 3.71501 2.02906
H -2.02856 -3.55867 -2.23830
H 3.15621 1.36189 -2.55408
H 1.41708 1.93224 -2.41840
H -2.02470 -0.10419 3.12644
H -2.75060 -6.34284 2.58793
H -3.61984 -1.70964 -2.31230
H -2.02601 -2.10355 -4.33218
H 1.39215 3.15259 5.67096
H -2.36394 -0.53164 -1.94479
H 2.86981 -4.50466 -0.80256
H -2.06873 4.65917 3.11312
H -2.86146 -1.68936 -0.70773
H 3.26461 -1.44398 1.42317
H -1.68759 5.63236 -1.69414
H 2.71325 2.08796 6.16810
H -0.33856 -5.07578 -2.66030
H 1.62230 -4.17261 0.40613
H -3.61513 3.35968 -0.76509
H -1.79583 1.54937 2.54435
H -1.21417 6.06078 2.50969
H 0.74691 5.05126 1.84616
H -0.24874 2.22818 4.20636
H 2.51133 -2.83631 -0.32903
H 2.94436 3.20687 4.82152
H 3.66785 0.54590 4.25525
H -4.04140 -5.15217 2.67658
*
```

# 2
This record from the Open Molecules 2025 dataset describes a molecular structure, C9H8ClN2S. The level of theory is the ωB97M-V functional and the def2-TZVPD basis.

As for the expectation value of S²: 2.035. The calculation puts the total energy at -35789.0875 eV. For the max |F|, the calculation gives 4.37 eV/A. Its LUMO energy (alpha / beta) is -3.42 / -7.22 eV. As for the highest occupied orbital energy (alpha / beta): -9.616 / -13.144 eV.

Structure (ORCA input):
```
! RIJCOSX wB97M-V def2-TZVPD def2/J DEFGRID3
* xyz 1 3
Cl -4.99915 1.21403 0.05307
S 1.05324 -3.80825 -0.03114
N 2.47137 -0.07793 -0.25848
N 0.26022 -1.14536 -0.01648
C -0.98255 -0.59468 -0.18395
C -2.06863 -1.44370 -0.28713
C 4.30319 1.61449 0.24278
C 0.53878 -2.36267 0.03040
C -2.31393 1.24355 0.07203
C 3.29114 0.68371 0.00248
C -1.08456 0.76926 -0.07030
C -3.31756 -0.94944 -0.15218
C -3.42216 0.43094 0.02442
H 1.25883 -0.57726 -0.38902
H 4.00989 2.02319 1.17035
H 4.36528 2.36138 -0.56503
H -4.16326 -1.55480 -0.22153
H -2.31837 2.33052 0.36710
H 5.24432 1.08392 0.25952
H -0.13514 1.34743 0.28769
H -1.99094 -2.58832 -0.33457
*
```

# 3
This record from the Open Molecules 2025 dataset describes 2 unconnected molecules or ions with the total composition C11H15N. The level of theory is the ωB97M-V functional and the def2-TZVPD basis.

As for the SMILES: Cc1c[nH]c2ccccc12.CC. For the energy relative to the best compared isomer or geometry (same formula, charge and spin), the calculation gives 63.8 kJ/mol. The calculation puts the total energy at -13140.1304 eV. For the max |F|, the calculation gives 2.43 eV/A. Its LUMO energy is 0.90 eV. As for the highest occupied orbital energy: -7.903 eV.

Structure (ORCA input):
```
! RIJCOSX wB97M-V def2-TZVPD def2/J DEFGRID3
* xyz 0 1
N 2.13306 1.48506 1.24527
C -0.67253 3.43570 -0.21676
C 1.81852 -1.10581 -1.35159
C 2.36410 -0.49636 -0.23824
C 1.14663 2.48594 1.31930
C 0.14920 0.63585 -1.62180
C 0.30981 2.43441 0.24854
C 0.71715 1.25152 -0.52100
C -1.69126 -2.34326 1.31576
C 1.81404 0.71179 0.16226
C 0.74085 -0.57342 -2.04351
C -2.22205 -3.28548 0.23446
H -0.74988 0.96214 -2.10521
H 1.08533 3.21723 2.11257
H -0.73710 4.30547 0.44275
H -2.07309 -1.34663 1.13053
H -3.31573 -3.32558 0.22207
H -2.20161 -2.64134 2.23707
H 3.22064 -0.97944 0.20681
H -0.62963 -2.35353 1.46185
H -1.68820 3.04088 -0.11437
H 2.52751 1.24937 2.13193
H -0.58652 3.77593 -1.23995
H 2.06316 -2.14512 -1.54927
H 0.39334 -1.07549 -2.94052
H -1.91980 -2.96656 -0.76822
H -1.99592 -4.35331 0.23926
*
```

# 4
This record from the Open Molecules 2025 dataset describes 16 unconnected molecules or ions with the total composition C52H148N20O16. The level of theory is the ωB97M-V functional and the def2-TZVPD basis.

For the energy relative to the best compared isomer or geometry (same formula, charge and spin), the calculation gives 0.0 kJ/mol. The calculation puts the total energy at -118880.9726 eV. For the max |F|, the calculation gives 4.62 eV/A. Its LUMO energy is 0.15 eV. As for the highest occupied orbital energy: -8.485 eV.

Structure (ORCA input):
```
! RIJCOSX wB97M-V def2-TZVPD def2/J DEFGRID3
* xyz 0 1
O 3.21408 4.10606 4.85914
O 1.00694 -4.36960 -4.17574
O -1.32634 3.34531 3.09368
O 1.64079 3.64580 -4.28557
O 2.94718 6.95756 -0.25959
O 5.89447 3.17463 2.53698
O -1.12708 3.91097 -0.17285
O -2.43825 -4.44884 -1.57690
O -4.74755 -0.99530 -0.72201
O -0.94006 0.71242 -7.60396
O -5.63523 -6.89493 -0.60208
O -4.41187 2.88672 -3.16123
O -1.99904 0.57956 8.61478
O 2.91505 -5.57275 2.05372
O 2.08132 -1.56053 -0.58498
O 2.12507 -2.00068 4.26786
N -2.54318 2.54932 -6.02810
N 0.06090 -4.53167 5.83616
N 0.91673 -1.79722 -5.29043
N -0.58669 5.92648 2.40485
N -4.04103 1.17856 0.84039
N -2.59744 2.13716 -2.10332
N -2.65943 -6.19375 -3.10748
N -3.61200 -4.15348 -3.62475
N 3.65705 2.88302 -2.48120
N 3.80245 4.21207 0.77023
N -1.45021 -1.22389 -1.31279
N 6.07396 2.09534 -0.34380
N 0.79136 3.24199 0.66568
N 0.83812 4.28464 -1.38222
N 2.79770 0.56586 5.85777
N 0.14135 -5.73121 -0.53688
N -0.80951 0.52711 6.63114
N -3.83815 3.79894 -1.04849
N -3.29316 -4.56540 1.21021
N -2.57389 -0.90686 6.95180
C 1.67648 2.33354 -3.85117
C 2.77159 2.93494 5.57229
C -0.11603 0.39050 -8.70491
C -1.75148 1.99538 3.43690
C -4.76132 -1.66581 -1.94921
C 0.05777 -4.01841 -5.12840
C 3.02214 0.47775 -2.98806
C -0.47767 -2.52224 4.54309
C -4.02745 -5.83713 0.99181
C 0.08478 3.77364 -0.33220
C -3.69874 3.01917 -2.15913
C 0.43506 4.26044 -4.72725
C -2.85006 -4.89097 -2.66960
C 6.72538 -0.08866 0.53998
C -6.41234 1.86283 0.96325
C -0.18062 -0.92684 -0.58486
C -6.55168 -6.73917 -1.61839
C -1.79822 5.77504 3.12152
C -0.26836 -2.56933 -4.98954
C 6.11712 1.31761 0.88963
C 0.85876 -1.90657 -1.09459
C 1.99450 7.92838 -0.58796
C 6.73680 2.03884 2.09008
C -1.82863 0.13529 7.46301
C 4.32390 -5.35740 1.88818
C -5.48967 0.67209 0.76176
C -5.20169 -5.62500 0.00247
C -4.38791 -6.43370 2.37665
C 2.26450 -5.89718 0.80321
C -3.05873 1.32746 -6.58646
C 2.38348 -2.19870 2.89313
C -2.38656 4.34823 3.07245
C 2.67139 6.42872 1.00998
C 0.44581 -3.72498 4.62535
C -4.54775 1.50680 -7.10031
C 1.89196 -3.17797 4.97945
C 6.36336 3.48985 3.88340
C -2.28864 0.98539 -7.84860
C 2.99883 -2.54319 -0.84209
C 0.76115 -5.48396 0.80319
C 3.81026 5.52911 1.44409
C 2.33966 1.33070 3.59667
C 1.29943 -5.72795 -4.30347
C 5.15562 6.17372 1.31064
C -1.37840 -2.29560 -5.99379
C -0.30592 -1.13175 0.93975
C -2.88303 6.85604 2.81786
C 0.00430 -6.37141 1.82528
C 3.08481 1.92072 -3.51376
C 2.12028 4.94536 4.70598
C 3.14077 1.63731 4.87937
C -5.72305 0.00065 -0.54639
H -3.57999 -3.20236 -3.61493
H -4.60375 4.44857 -0.89844
H 1.29991 4.53452 4.11933
H -3.01239 0.44034 -5.93539
H -4.32562 -1.18537 -2.79723
H 4.04679 4.19503 -0.22404
H 3.59813 -2.42839 -1.76366
H -2.13013 -0.43660 -1.22412
H -0.03312 1.24868 -9.43123
H -5.21330 -6.05064 2.84410
H -3.58588 6.41550 2.08922
H 2.25000 -6.96883 0.60234
H 6.48778 -0.41360 -0.46223
H 2.05924 8.38480 -1.57256
H -5.56456 -0.14055 1.52632
H 4.18674 1.80347 4.59048
H 3.71573 1.96874 -4.44822
H 6.30118 -0.87090 1.17322
H -1.90157 2.14371 -1.41285
H -0.46493 -2.22237 1.08584
H 1.72205 -3.01002 2.52346
H 1.74187 -2.19576 -4.81007
H -0.78382 -4.08693 6.20542
H -0.96003 1.31570 3.06677
H 2.63100 7.26695 1.76538
H 1.69573 5.94286 1.11873
H 2.66530 -3.90018 4.73192
H 6.97831 2.12908 -0.79200
H -0.83505 -4.62463 -4.99833
H -0.63755 5.57551 1.44107
H -1.53585 2.48481 -5.80623
H -6.04685 -5.11001 0.54227
H -0.00950 3.92855 -5.71539
H -4.83707 0.58830 -7.63337
H 3.72530 -2.45472 0.00584
H 0.08626 5.41541 2.91972
H 6.63036 1.38683 2.87024
H -3.42752 0.42200 0.50383
H -3.25803 -1.27999 7.64789
H -0.13888 -1.86544 3.74300
H -0.48248 -2.00562 5.54547
H 3.39500 0.64010 6.71610
H -3.54238 -4.47637 -4.56223
H -2.64201 -1.07410 5.96590
H 0.62723 -5.36171 -1.33266
H 5.93251 5.59711 1.76449
H 1.63589 -6.03680 -5.31759
H 0.20360 0.07483 -0.93233
H 6.19127 2.67224 4.56765
H -2.90932 4.12926 -0.79819
H 0.98625 -1.76058 -6.27132
H -1.90252 -2.01940 -0.97395
H -5.66178 0.72909 -1.37337
H -2.52565 7.81042 2.51407
H 1.69297 3.00795 5.76043
H 0.92083 0.34146 -8.29323
H 0.97020 7.53599 -0.53579
H -3.00560 -6.59105 -4.00846
H -4.86646 -4.95974 -0.76383
H -2.51488 1.56287 -2.89602
H 2.54594 -3.52048 -0.85995
H 2.87464 0.59209 2.99235
H -6.20205 2.49004 1.85965
H 2.72766 -0.37737 5.35150
H 3.44364 -2.47495 2.72677
H 1.26883 1.56054 -4.52688
H 3.66096 0.40397 -2.09003
H 5.49055 6.31504 0.25483
H 5.69541 4.23147 4.25634
H -4.64688 2.43721 -7.67188
H 2.06784 0.06436 -2.62507
H 3.50399 5.31938 2.46726
H -0.32649 -0.14526 6.08593
H -1.88025 1.92916 4.55509
H 2.14299 -5.91748 -3.63228
H 2.87496 -5.44906 -0.04803
H 2.06044 8.76864 0.13464
H -4.71243 -7.45659 2.07334
H -0.16669 1.10100 7.18902
H -1.52856 -2.68184 4.30444
H -6.78910 -7.79169 -1.93443
H 2.22536 2.17523 2.92562
H -7.44899 -6.19517 -1.25903
H 4.28232 2.46613 -1.83209
H -2.85922 -4.17268 0.35214
H 0.70358 -4.43364 1.15483
H -0.63630 -2.31691 -3.98617
H -1.51960 5.94866 4.16758
H -3.54674 -6.48611 3.07316
H -1.92506 -1.34448 -5.78203
H -6.68888 -0.49478 -0.61516
H 4.20733 3.64447 -2.90825
H 0.63935 -3.00801 -0.85040
H -5.83960 -1.94445 -2.13035
H 1.10016 2.16310 -2.97249
H 1.77216 3.37520 0.56298
H -3.85573 -4.09114 1.89385
H -3.04449 4.23801 2.18788
H -2.66576 0.13216 -8.41708
H 0.90892 -1.90315 -2.18018
H -7.48605 1.59388 0.93554
H -1.08717 -0.60533 1.35940
H -3.03304 2.96447 -5.26188
H 5.21887 7.13380 1.77543
H 7.83021 2.20368 1.96687
H -0.46259 4.23015 -3.99805
H -0.25161 -5.45891 5.52203
H 0.67356 -0.82276 1.34970
H 1.67605 5.26127 5.74050
H 2.56389 5.92162 4.31391
H -0.51597 -0.47140 -9.25205
H -0.28223 -7.26361 1.28008
H -2.70853 1.74212 2.91703
H -0.90187 -5.82682 2.13035
H 0.31282 4.52519 -2.21054
H -2.03885 -3.12968 -6.02301
H -3.44576 7.07274 3.74697
H 0.61056 -6.66172 2.70062
H -3.43996 -6.59301 0.49779
H 3.47176 -0.28083 -3.66482
H -2.20763 -6.85418 -2.50038
H -2.94420 4.15045 4.08743
H 4.51470 -4.63948 1.14805
H 2.02643 -2.90299 6.01994
H 1.76396 3.89649 -1.68238
H -2.41455 1.81889 -8.50471
H 1.39890 0.89859 3.79427
H -0.74851 -5.23544 -0.60151
H -4.15248 -2.53415 -1.87682
H 7.83837 -0.11340 0.55946
H 0.32315 2.99325 1.49138
H -6.24119 -6.21675 -2.51432
H 3.28433 3.02099 6.57589
H -0.94989 -2.12725 -7.03041
H 2.12896 -1.26873 2.38721
H 0.46415 -6.38028 -4.08613
H 4.37768 3.59745 1.31331
H 4.73010 -4.98102 2.84340
H -6.20204 2.50763 0.04635
H 7.39163 3.85770 3.86586
H 0.76849 5.28479 -4.92307
H -3.95532 2.12095 0.62657
H 5.06844 1.20140 1.14982
H 4.91587 -6.30152 1.78797
H -5.18087 1.56792 -6.20131
H 0.50566 -4.16335 -6.09933
H 0.29542 -4.32930 3.68065
H 5.70279 3.00280 -0.08202
*
```

Q: The highest max |F| belongs to which entry?
A: C52H148N20O16

Please write out number 3 again, unchanged.
This record from the Open Molecules 2025 dataset describes 2 unconnected molecules or ions with the total composition C11H15N. The level of theory is the ωB97M-V functional and the def2-TZVPD basis.

As for the SMILES: Cc1c[nH]c2ccccc12.CC. For the energy relative to the best compared isomer or geometry (same formula, charge and spin), the calculation gives 63.8 kJ/mol. The calculation puts the total energy at -13140.1304 eV. For the max |F|, the calculation gives 2.43 eV/A. Its LUMO energy is 0.90 eV. As for the highest occupied orbital energy: -7.903 eV.

Structure (ORCA input):
```
! RIJCOSX wB97M-V def2-TZVPD def2/J DEFGRID3
* xyz 0 1
N 2.13306 1.48506 1.24527
C -0.67253 3.43570 -0.21676
C 1.81852 -1.10581 -1.35159
C 2.36410 -0.49636 -0.23824
C 1.14663 2.48594 1.31930
C 0.14920 0.63585 -1.62180
C 0.30981 2.43441 0.24854
C 0.71715 1.25152 -0.52100
C -1.69126 -2.34326 1.31576
C 1.81404 0.71179 0.16226
C 0.74085 -0.57342 -2.04351
C -2.22205 -3.28548 0.23446
H -0.74988 0.96214 -2.10521
H 1.08533 3.21723 2.11257
H -0.73710 4.30547 0.44275
H -2.07309 -1.34663 1.13053
H -3.31573 -3.32558 0.22207
H -2.20161 -2.64134 2.23707
H 3.22064 -0.97944 0.20681
H -0.62963 -2.35353 1.46185
H -1.68820 3.04088 -0.11437
H 2.52751 1.24937 2.13193
H -0.58652 3.77593 -1.23995
H 2.06316 -2.14512 -1.54927
H 0.39334 -1.07549 -2.94052
H -1.91980 -2.96656 -0.76822
H -1.99592 -4.35331 0.23926
*
```

Q: Among the records above, which one has the lowest max |F|?
A: C37H49AuClN2PSSi

Q: max |F| of number 3 (C11H15N)?
A: 2.43 eV/A